This record from the Open Molecules 2025 dataset describes an isolated molecule of C3H7N3O. The level of theory is ωB97M-V/def2-TZVPD.

Its largest force on an atom is 0.392 eV Å⁻¹. Its SMILES is [H]/N=C/NC(=O)NC. As for the energy above the lowest of the compared OMol25 structures with the same formula, charge and spin: 11.82 kJ/mol. For the total energy, the calculation gives -9742.911 eV. Its HOMO energy is -9.63 eV. The value obtained for the gap between HOMO and LUMO is 10.42 eV.

Atoms and positions in Å:
1 C -1.3009 -1.5489 -1.5918
2 N -0.6139 -1.1463 -0.3839
3 C 0.1401 -0.0095 -0.3434
4 O 0.4098 0.6657 -1.3224
5 N 0.5743 0.3320 0.9375
6 C 1.1896 1.5478 1.1875
7 N 1.2877 1.9747 2.3790
8 H -1.2167 -0.7270 -2.3042
9 H -2.3596 -1.7335 -1.3811
10 H -0.8616 -2.4471 -2.0393
11 H -0.7241 -1.7026 0.4484
12 H 0.1717 -0.1110 1.7527
13 H 1.5393 2.0325 0.2738
14 H 1.7644 2.8732 2.3872


This record from the Open Molecules 2025 dataset describes an isolated molecule of C3H7N3O. The level of theory is ωB97M-V/def2-TZVPD.

Its largest force on an atom is 0.815 eV Å⁻¹. Its SMILES is C/N=C(/N)C(N)=O. As for the energy above the lowest of the compared OMol25 structures with the same formula, charge and spin: 59.40 kJ/mol. For the total energy, the calculation gives -9742.418 eV. Its HOMO energy is -8.93 eV. The value obtained for the gap between HOMO and LUMO is 9.82 eV.

Atoms and positions in Å:
1 C 1.5620 1.1416 -0.5136
2 N 1.2179 -0.2274 -0.2660
3 C 0.1428 -0.7785 0.1310
4 N 0.1723 -2.1160 0.4384
5 C -1.2879 -0.2811 0.3324
6 O -2.0918 -1.0010 0.9050
7 N -1.6293 0.9455 -0.1268
8 H 2.6543 1.2197 -0.6157
9 H 1.2968 1.8207 0.3127
10 H 1.1319 1.5543 -1.4373
11 H -0.6152 -2.4498 0.9773
12 H 1.0769 -2.4993 0.6640
13 H -1.0111 1.5134 -0.6824
14 H -2.6196 1.1578 -0.1191


This record from the Open Molecules 2025 dataset describes an isolated molecule of C3H7N3O. The level of theory is ωB97M-V/def2-TZVPD.

Its largest force on an atom is 0.349 eV Å⁻¹. As for the energy above the lowest of the compared OMol25 structures with the same formula, charge and spin: 261.68 kJ/mol. For the total energy, the calculation gives -9740.321 eV. Its HOMO energy is -8.56 eV. The value obtained for the gap between HOMO and LUMO is 9.29 eV.

Atoms and positions in Å:
1 C -2.2404 0.7102 -0.2970
2 N -1.1172 0.6996 0.6227
3 C 0.0854 0.2132 0.2752
4 O 0.2910 -0.3164 -0.8889
5 N 1.2111 0.1702 0.9370
6 C 1.8242 -0.7462 -0.4667
7 N 2.0308 -1.9867 -0.3483
8 H -2.1603 -0.1605 -0.9502
9 H -2.2583 1.6151 -0.9152
10 H -3.1723 0.6444 0.2695
11 H -1.1743 1.2326 1.4751
12 H 1.2874 0.1478 1.9450
13 H 2.4446 0.0085 -0.9523
14 H 2.9483 -2.2318 -0.7060


This record from the Open Molecules 2025 dataset describes an isolated molecule of C3H7N3O in a non-equilibrium geometry. The level of theory is ωB97M-V/def2-TZVPD.

Its largest force on an atom is 2.905 eV Å⁻¹. Its SMILES is C/N=C(\N)C(N)=O. As for the energy above the lowest of the compared OMol25 structures with the same formula, charge and spin: 33.78 kJ/mol. For the total energy, the calculation gives -9742.683 eV. Its HOMO energy is -9.35 eV. The value obtained for the gap between HOMO and LUMO is 10.26 eV.

Atoms and positions in Å:
1 C 0.4548 0.9323 1.7901
2 C 0.0333 -0.2559 -0.0876
3 C -0.4775 -0.4861 -1.5098
4 H 1.3894 0.4303 2.0257
5 H -0.3424 0.4929 2.4153
6 H 0.6419 1.9880 2.1149
7 H 0.2536 -2.3285 -0.1707
8 H 0.4862 -1.6011 1.4752
9 H -0.5768 1.5474 -1.6345
10 H -0.8587 0.7655 -3.1596
11 N 0.0279 0.8960 0.4070
12 N 0.2440 -1.4710 0.4997
13 N -0.7686 0.6800 -2.1453
14 O -0.5071 -1.5898 -2.0204


This record from the Open Molecules 2025 dataset describes an isolated molecule of C3H7N3O in a non-equilibrium geometry. The level of theory is ωB97M-V/def2-TZVPD.

Its largest force on an atom is 12.988 eV Å⁻¹. Its SMILES is [H]/N=C/NC(=O)CN. As for the energy above the lowest of the compared OMol25 structures with the same formula, charge and spin: 408.46 kJ/mol. For the total energy, the calculation gives -9738.800 eV. Its HOMO energy is -9.51 eV. The value obtained for the gap between HOMO and LUMO is 9.76 eV.

Atoms and positions in Å:
1 C 0.6961 1.1690 0.4187
2 C 0.9433 -0.3308 -0.0609
3 C -1.3734 -1.1299 0.1040
4 H 0.0454 1.8134 -1.4034
5 H -0.9474 1.3796 -0.4377
6 H 1.5942 1.6416 0.5236
7 H 0.4917 1.2143 1.5839
8 H 0.3187 -1.8971 -0.5418
9 H -1.8575 -2.1467 0.1708
10 H -2.8108 -0.1536 0.3919
11 N -0.1385 2.0756 -0.3286
12 N -0.0112 -1.1531 -0.2907
13 N -1.8934 0.1176 0.1398
14 O 1.9840 -0.9227 0.0373


This record from the Open Molecules 2025 dataset describes an isolated molecule of C3H7N3O in a non-equilibrium geometry. The level of theory is ωB97M-V/def2-TZVPD.

Its largest force on an atom is 3.105 eV Å⁻¹. Its SMILES is N/N=C\C(N)=C\O. As for the energy above the lowest of the compared OMol25 structures with the same formula, charge and spin: 423.96 kJ/mol. For the total energy, the calculation gives -9738.639 eV. Its HOMO energy (spin up / spin down) is -7.22 / -7.22 eV. The value obtained for the gap between HOMO and LUMO (spin up / spin down) is 7.64 / 7.64 eV.

Atoms and positions in Å:
1 C 0.7472 0.1348 -0.1643
2 N -2.0364 0.8039 0.5181
3 N 1.9786 0.0015 0.4634
4 C -0.0143 -0.8707 -0.7451
5 C 0.0588 1.3716 -0.3343
6 O 0.0314 -2.1860 -0.3721
7 N -1.2721 1.2974 -0.5120
8 H 0.5915 -2.2656 0.4156
9 H -1.6138 0.0256 1.0298
10 H -2.9405 0.5125 0.1545
11 H 2.2862 -0.9414 0.6565
12 H 2.1275 0.6223 1.2495
13 H -0.5290 -0.7779 -1.6917
14 H 0.5848 2.2721 -0.6679


This record from the Open Molecules 2025 dataset describes a cluster of 2 separate species, C3H7N3O in total in a non-equilibrium geometry. The level of theory is ωB97M-V/def2-TZVPD.

Its largest force on an atom is 5.461 eV Å⁻¹. Its SMILES is [H]/N=C\O.N=C=CN. As for the energy above the lowest of the compared OMol25 structures with the same formula, charge and spin: 442.84 kJ/mol. For the total energy, the calculation gives -9738.444 eV. Its HOMO energy is -7.86 eV. The value obtained for the gap between HOMO and LUMO is 8.20 eV.

Atoms and positions in Å:
1 C -0.9997 -0.6017 -0.5383
2 C -0.6577 0.6352 -0.9868
3 N -1.5043 -0.7844 0.7395
4 C 1.7500 0.4479 0.2792
5 O 0.9877 0.4479 1.4971
6 N -1.2143 1.6535 -1.4141
7 N 2.2570 -0.5882 -0.2830
8 H 0.4633 -0.3847 1.5256
9 H -0.5594 -1.4738 -0.9968
10 H -1.8778 -1.7062 0.9298
11 H -2.0745 -0.0019 1.0453
12 H -0.6135 2.4168 -1.7152
13 H 1.5657 -1.3106 -0.4852
14 H 2.4777 1.2502 0.4028


This record from the Open Molecules 2025 dataset describes an isolated molecule of C3H7N3O. The level of theory is ωB97M-V/def2-TZVPD.

Its largest force on an atom is 0.523 eV Å⁻¹. As for the energy above the lowest of the compared OMol25 structures with the same formula, charge and spin: 332.03 kJ/mol. For the total energy, the calculation gives -9739.592 eV. Its HOMO energy is -7.25 eV. The value obtained for the gap between HOMO and LUMO is 7.68 eV.

Atoms and positions in Å:
1 C 2.3514 -0.6158 0.4350
2 N 1.5287 0.6944 0.3830
3 C 0.2379 0.7599 -0.3427
4 O 0.1119 1.5051 -1.2831
5 N -0.7005 -0.0885 0.1508
6 C -1.9806 -0.1757 -0.4025
7 N -2.8174 -0.9928 0.0767
8 H 2.2428 -1.0217 -0.5820
9 H 1.7705 -1.2614 1.1145
10 H 2.1032 1.4067 -0.0700
11 H 1.4040 0.9917 1.3516
12 H -0.4312 -0.7873 0.8335
13 H -2.1238 0.5182 -1.2331
14 H -3.6971 -0.9327 -0.4317


Copy entry 4 word for word.
This record from the Open Molecules 2025 dataset describes an isolated molecule of C3H7N3O in a non-equilibrium geometry. The level of theory is ωB97M-V/def2-TZVPD.

Its largest force on an atom is 2.905 eV Å⁻¹. Its SMILES is C/N=C(\N)C(N)=O. As for the energy above the lowest of the compared OMol25 structures with the same formula, charge and spin: 33.78 kJ/mol. For the total energy, the calculation gives -9742.683 eV. Its HOMO energy is -9.35 eV. The value obtained for the gap between HOMO and LUMO is 10.26 eV.

Atoms and positions in Å:
1 C 0.4548 0.9323 1.7901
2 C 0.0333 -0.2559 -0.0876
3 C -0.4775 -0.4861 -1.5098
4 H 1.3894 0.4303 2.0257
5 H -0.3424 0.4929 2.4153
6 H 0.6419 1.9880 2.1149
7 H 0.2536 -2.3285 -0.1707
8 H 0.4862 -1.6011 1.4752
9 H -0.5768 1.5474 -1.6345
10 H -0.8587 0.7655 -3.1596
11 N 0.0279 0.8960 0.4070
12 N 0.2440 -1.4710 0.4997
13 N -0.7686 0.6800 -2.1453
14 O -0.5071 -1.5898 -2.0204


Question: What is the formula in the sixth record?
Answer: C3H7N3O


Question: The highest energy above the lowest of the compared OMol25 structures with the same formula, charge and spin belongs to which entry?
Answer: number 7